243
Properties=species:S:1:pos:R:3:forces:R:3 method="wB97M-V/def2-TZVPD" lumo_ha=0.020 smiles=CC1(C)CCCC(C)(C)N1O.CC1(C)CCCC(C)(C)N1O.CC1(C)CCCC(C)(C)N1O.CC1(C)CCCC(C)(C)N1O.CC1(C)CCCC(C)(C)N1O.CC1(C)CCCC(C)(C)N1O.COC[C@H](C)N.COC[C@H](C)N.COC[C@H](C)N.CO.CO e_above_lowest_kj_mol=194.91 homo_lumo_gap_ha=0.3261
C -0.207466 4.115410 1.476413 0.378 -0.390 0.368
C -0.100205 5.350473 2.372961 1.700 -0.309 1.331
C -0.207995 6.673703 1.610652 -1.986 -1.415 0.511
C -1.161651 5.219544 3.490501 0.898 -0.834 0.159
C -0.816453 4.123228 4.514221 -0.293 0.443 1.772
C 0.528992 4.425602 5.216469 -0.076 -2.036 -2.003
C 1.615804 4.451747 4.110091 0.730 -0.186 0.649
C 2.881647 4.955355 4.851144 0.742 1.780 -2.601
C 1.949710 3.023535 3.575384 1.800 0.040 1.277
N 1.227681 5.424894 3.091048 0.373 0.771 -0.213
O 2.345613 5.695533 2.194996 -1.155 -1.725 -0.709
H -0.490554 3.247371 2.102771 0.133 0.392 -0.539
H -1.019939 4.334247 0.801945 -0.167 -0.307 -0.624
H 0.727879 3.832020 0.938969 -0.686 0.421 0.132
H -1.218663 6.591911 1.139934 0.835 0.404 -0.294
H -0.309098 7.463060 2.361695 0.675 0.173 -0.443
H 0.617043 6.697738 0.909786 -0.135 0.702 -0.122
H -1.394187 6.173537 3.933712 0.144 0.374 0.363
H -2.054218 4.815324 3.092388 -1.247 0.115 -1.036
H -1.584352 4.081964 5.321309 0.127 0.230 -0.618
H -0.914710 3.141695 4.042333 0.490 0.039 0.014
H 0.900682 3.632136 5.922799 -0.788 0.868 -0.291
H 0.406129 5.388684 5.671928 0.363 0.476 0.465
H 2.728692 6.038652 5.067281 0.143 -0.651 -0.163
H 3.780796 4.900021 4.130806 -1.170 -0.066 1.413
H 3.042700 4.474747 5.787206 0.235 -0.759 0.520
H 1.115067 2.417272 3.289667 -0.517 -0.178 -0.168
H 2.491361 2.502239 4.453121 -0.778 0.484 -1.451
H 2.676684 3.054935 2.719400 -0.609 0.095 0.764
H 2.373941 4.952835 1.499731 -0.196 1.250 1.352
C -5.082828 1.554766 3.668715 1.202 -0.182 -1.280
C -5.653537 0.154166 3.368734 0.021 0.679 -1.439
C -4.604591 -0.860332 2.874074 -1.760 -1.635 -0.507
C -6.384975 -0.314866 4.630560 0.704 1.045 1.425
C -7.302501 -1.478760 4.390135 -0.237 -1.610 -0.890
C -8.316853 -1.023387 3.335124 0.024 0.972 0.675
C -7.611241 -0.680566 1.994651 -1.881 -0.081 -0.865
C -7.013859 -1.909980 1.226526 -1.703 0.563 -0.156
C -8.699390 0.000753 1.103442 0.546 -0.938 -1.395
N -6.708780 0.401476 2.301281 1.523 0.872 -0.572
O -6.121653 0.909291 0.995188 0.070 -0.929 2.203
H -4.525269 1.989635 2.782043 -0.339 -0.691 1.108
H -5.906546 2.203825 3.801282 -1.043 0.706 0.182
H -4.497225 1.612351 4.591107 0.243 -0.292 -0.249
H -3.663973 -0.803115 3.328240 1.435 0.432 0.870
H -4.958462 -1.914584 3.016670 0.287 0.914 0.368
H -4.452416 -0.884879 1.795044 0.109 0.556 -0.065
H -5.582850 -0.530702 5.401194 -0.834 0.183 -0.721
H -6.967728 0.606335 5.012816 0.662 -1.530 -0.441
H -6.780068 -2.408357 3.937588 -0.405 1.513 0.784
H -7.797522 -1.905105 5.283622 0.226 0.637 -0.212
H -8.871247 -0.089135 3.670948 0.897 -0.862 -0.227
H -9.104851 -1.749665 3.280480 -0.297 -0.634 -0.744
H -6.544631 -1.557091 0.304494 0.399 -0.181 0.301
H -7.828744 -2.585030 0.888141 0.208 0.485 0.303
H -6.395365 -2.503493 1.862421 0.689 -0.293 0.023
H -9.413288 -0.756654 0.737271 0.186 0.191 0.157
H -8.233582 0.482184 0.203070 -0.406 -0.500 0.880
H -9.255419 0.749496 1.635092 -0.093 0.394 0.425
H -5.434540 0.257295 0.743433 -0.370 0.199 -0.150
C 3.573014 -4.075948 2.281850 -0.880 -0.943 2.122
C 2.363962 -3.171891 2.204729 0.083 1.864 -1.505
C 2.946172 -1.656978 2.012464 -0.973 -1.247 1.370
C 1.502295 -3.534678 0.959890 2.279 0.284 0.209
C 0.737227 -4.793554 1.109162 -0.216 -2.211 -1.470
C -0.158518 -4.733648 2.313669 -1.077 0.720 -0.371
C 0.542344 -4.354201 3.587528 1.250 1.790 0.020
C -0.444280 -3.888206 4.622165 -0.265 0.196 1.714
C 1.306533 -5.531757 4.138636 -0.176 0.015 1.365
N 1.363674 -3.088761 3.268747 0.105 -1.182 0.436
O 2.011545 -2.696486 4.471968 0.385 -0.570 0.001
H 3.359666 -5.091700 1.994650 -0.136 -0.481 -0.149
H 4.353597 -3.729974 1.683604 1.185 0.701 -1.193
H 3.968951 -4.118374 3.302811 -0.092 0.074 -0.029
H 1.984260 -1.081766 2.067809 1.109 0.196 -0.552
H 3.562897 -1.380599 2.925889 -0.666 -0.370 -1.161
H 3.579618 -1.557186 1.096353 -0.851 0.030 0.620
H 0.834598 -2.715789 0.772298 -0.476 0.505 -0.230
H 2.211563 -3.641401 0.134369 -0.124 0.241 -0.264
H 0.119031 -4.894119 0.146300 0.729 -0.190 1.486
H 1.387635 -5.779874 1.168701 -0.960 2.063 -0.215
H -0.539565 -5.732808 2.444672 -0.834 -0.250 0.217
H -0.981568 -3.974276 2.162430 0.592 -0.916 -0.057
H -0.067536 -3.984788 5.690872 -0.144 0.417 -1.348
H -1.335144 -4.496849 4.619633 -0.403 -0.401 -0.234
H -0.758087 -2.861458 4.413107 0.100 -0.049 0.172
H 1.987373 -5.226274 5.000260 -0.804 -0.551 -1.234
H 1.803827 -6.046339 3.337996 0.653 -0.332 -0.062
H 0.489679 -6.201930 4.503064 0.870 0.189 0.055
H 1.650828 -1.824755 4.628498 -0.302 0.560 0.418
C -2.049286 -2.924638 -2.403117 -0.024 -2.185 -0.068
C -1.318909 -3.942881 -3.368812 -1.732 1.274 0.369
C -0.192566 -4.563411 -2.606863 0.658 -0.840 0.556
C -2.358968 -4.969838 -3.831259 -1.318 1.515 -0.177
C -1.850099 -5.881161 -4.901145 -0.421 0.531 -0.491
C -1.555126 -4.977056 -6.142029 -0.755 -0.008 1.855
C -0.551082 -3.865762 -5.802131 -0.074 0.351 -0.505
C 0.873800 -4.376088 -5.830213 0.690 0.195 0.209
C -0.650898 -2.799227 -6.904677 -0.059 -0.307 -0.091
N -0.937355 -3.153711 -4.557586 -0.239 -0.516 0.598
O 0.095359 -2.267581 -4.104612 -0.214 0.007 -0.802
H -2.913652 -2.507288 -2.872580 -0.690 0.010 -0.380
H -2.355396 -3.425927 -1.446307 0.343 0.493 -0.786
H -1.400612 -2.116431 -2.226777 0.938 0.976 0.633
H 0.377022 -5.222082 -3.252437 0.172 -0.302 -0.018
H 0.542916 -3.840694 -2.217338 -0.515 -0.114 0.041
H -0.621509 -5.184737 -1.783745 0.440 0.523 -0.506
H -2.827869 -5.416221 -2.974547 0.255 -0.768 0.633
H -3.227871 -4.396541 -4.235251 0.575 -0.080 -0.014
H -0.966526 -6.329237 -4.477457 0.618 -0.492 -0.419
H -2.569776 -6.681060 -5.121389 0.204 0.214 -0.107
H -2.500603 -4.547918 -6.551053 0.568 -0.314 0.438
H -1.108003 -5.577615 -6.880080 0.541 -0.662 -1.273
H 1.552612 -3.620996 -5.424961 0.021 -0.042 -0.282
H 1.155985 -4.592668 -6.850361 0.127 0.186 -0.461
H 1.116329 -5.285569 -5.311273 -0.396 -0.560 0.589
H 0.079663 -2.024637 -6.653745 -0.228 0.160 -0.405
H -1.674605 -2.427056 -6.898625 0.085 0.379 0.043
H -0.472823 -3.210243 -7.918281 0.194 0.137 0.587
H -0.303837 -1.394396 -4.264195 0.371 0.165 0.067
C 5.057406 -0.372001 -4.695838 1.393 -1.960 -0.799
C 4.345517 -1.508714 -5.462761 2.029 -0.301 0.860
C 3.332334 -0.886504 -6.318226 -0.594 2.000 -1.336
C 5.291208 -2.318406 -6.339110 0.585 -0.427 -0.967
C 6.364346 -3.260994 -5.664336 -3.360 0.484 0.390
C 5.505764 -4.215728 -4.746270 1.086 -0.413 -0.440
C 4.608065 -3.427133 -3.818895 -0.882 1.180 0.462
C 3.631279 -4.296694 -3.039879 -0.627 -0.337 -0.735
C 5.486926 -2.712187 -2.796260 -1.016 -1.816 2.304
N 3.674274 -2.463336 -4.598539 0.885 -0.925 0.529
O 2.884717 -1.665095 -3.691898 -1.360 -1.775 -0.860
H 5.224412 0.395072 -5.410232 -0.297 1.299 -0.230
H 4.553869 -0.154018 -3.787682 -0.514 0.801 0.502
H 6.065855 -0.703603 -4.469010 0.203 -0.002 0.376
H 2.541525 -1.572701 -6.494936 -0.896 -0.561 -0.299
H 2.964641 -0.021619 -5.743645 -0.392 -0.156 -0.651
H 3.728240 -0.544633 -7.323835 -0.300 -0.216 1.218
H 4.602689 -2.979148 -6.858805 -0.104 -0.448 -0.255
H 5.644391 -1.666628 -7.182022 0.312 -0.401 0.992
H 6.764440 -3.876090 -6.410025 0.934 -0.710 -1.224
H 7.129341 -2.690230 -5.201539 0.711 0.295 0.739
H 6.152390 -4.946952 -4.136345 -0.874 1.187 -0.736
H 4.901582 -4.848549 -5.425714 0.172 0.280 0.279
H 3.112313 -3.652835 -2.344944 -0.117 0.016 0.462
H 4.075824 -5.143754 -2.517782 0.239 0.135 0.009
H 2.854237 -4.681920 -3.721082 0.322 0.004 0.150
H 5.793993 -3.557877 -2.072716 -0.177 1.369 -0.864
H 4.866134 -2.017231 -2.197816 0.464 -0.146 -0.331
H 6.369549 -2.259657 -3.156886 0.781 0.556 -0.436
H 1.953819 -1.998439 -3.940801 1.487 0.759 0.705
C 3.781602 5.433242 -1.489748 -0.634 0.138 -1.077
C 3.923689 4.053275 -2.186194 0.433 1.261 -1.197
C 2.793024 4.048295 -3.214608 -0.171 1.138 -0.009
C 5.252540 4.023757 -2.997952 -0.654 -2.018 0.597
C 6.445521 3.729071 -2.050979 0.598 0.091 -0.936
C 6.283184 2.606389 -1.010332 -0.531 -0.701 0.245
C 4.936391 2.692840 -0.306693 -1.718 0.687 0.863
C 4.548536 1.357341 0.387674 1.867 1.388 2.967
C 4.913327 3.845757 0.720578 1.527 -0.636 1.087
N 3.821352 2.879446 -1.314733 0.924 0.064 -0.431
O 2.616125 3.053638 -0.583898 -0.099 0.083 0.287
H 3.306355 6.067533 -2.287231 0.532 -0.157 0.998
H 3.070773 5.368773 -0.651125 0.531 0.265 -0.222
H 4.753211 5.859939 -1.251459 -0.208 0.111 0.420
H 1.892065 4.336955 -2.725398 -0.983 -0.082 0.550
H 2.846190 4.798244 -4.032440 0.752 -0.294 0.532
H 2.647828 3.122961 -3.676040 -0.134 -1.757 -0.650
H 5.154916 3.131916 -3.709098 0.162 1.322 0.589
H 5.302932 4.990340 -3.553859 0.342 -0.872 0.372
H 7.285235 3.421302 -2.663842 0.294 0.067 -0.307
H 6.773180 4.680028 -1.639400 -0.042 -0.011 0.634
H 7.110483 2.600077 -0.244231 -0.811 0.264 -0.732
H 6.284318 1.566964 -1.424110 0.306 0.898 -0.383
H 3.634845 1.382093 0.995840 0.082 0.406 -0.341
H 5.356587 1.057532 1.171073 -1.074 0.378 -1.529
H 4.435454 0.629602 -0.338418 -0.059 -1.695 -1.462
H 3.925682 4.056767 1.112309 0.099 -0.005 -0.113
H 5.451903 4.763180 0.474949 -0.461 -0.031 -0.640
H 5.546069 3.515691 1.567248 -0.499 -0.188 -0.002
H 2.138538 2.246496 -0.776144 -0.486 -0.373 -0.152
C -7.546605 5.612368 -1.383311 0.014 -0.104 0.392
O -6.281085 5.127561 -1.777692 0.338 0.685 -0.100
C -5.881985 4.046247 -0.985777 0.166 -0.350 2.498
C -4.425329 3.662214 -1.208125 0.347 1.859 0.554
C -3.471955 4.872072 -0.969368 0.186 0.011 -1.232
N -4.214131 3.282410 -2.587026 1.040 -1.123 0.183
H -7.852570 6.552268 -1.868253 0.849 -0.100 0.304
H -7.533183 5.639992 -0.287130 -0.372 0.613 -0.094
H -8.319599 4.927049 -1.664865 -0.595 -0.820 -0.171
H -6.109374 4.165706 0.174102 0.440 0.189 -2.131
H -6.406894 3.169451 -1.276236 -1.091 -0.965 -0.169
H -4.102352 2.911447 -0.446589 -0.578 -0.012 -0.794
H -3.806038 5.742400 -1.650982 0.497 -1.150 1.374
H -2.494333 4.494165 -1.388351 -0.615 0.716 0.764
H -3.389352 5.154684 0.110415 -0.092 -0.090 -1.036
H -4.873663 2.660250 -3.015959 -0.495 -0.131 0.187
H -4.095860 4.083555 -3.165340 -0.018 0.552 -0.399
C -0.028442 0.634460 5.036635 -0.795 -0.402 0.915
O 0.785074 -0.371206 5.646141 0.673 0.330 -0.035
C 0.764953 -0.438779 7.078499 0.402 -0.283 -0.583
C 1.974770 -1.227672 7.611804 0.798 0.839 -0.728
C 1.770720 -1.371884 9.116314 1.380 -1.217 -0.733
N 3.268989 -0.466737 7.331064 -1.836 -0.507 0.937
H -1.097788 0.392193 5.361527 1.020 0.609 -0.849
H 0.146357 0.523210 3.946202 -0.439 0.088 0.673
H 0.218489 1.691441 5.347322 -0.073 -1.214 -0.127
H 0.831901 0.565643 7.483376 -0.202 0.330 0.185
H -0.161738 -0.946338 7.393646 0.136 0.242 0.027
H 1.993708 -2.197125 7.078801 -0.098 0.150 0.428
H 0.864739 -1.915986 9.271499 -0.826 -0.020 0.454
H 1.844334 -0.432909 9.611302 -0.444 0.888 0.320
H 2.558225 -1.983837 9.578583 -0.023 0.019 -0.289
H 4.045848 -0.999821 7.702415 0.019 -0.011 -0.229
H 3.364545 -0.351195 6.339831 0.230 -0.085 -0.445
C 1.441002 -0.582689 -1.627989 0.220 2.087 -1.699
O 0.671117 0.615747 -1.349966 1.184 -0.048 -0.790
C -0.133805 0.299005 -0.269051 -0.400 0.599 0.901
C -1.419648 1.137828 -0.245927 1.544 0.032 0.563
C -2.050916 0.790187 1.111635 -0.085 1.355 -0.674
N -2.207489 0.806874 -1.431816 1.658 -2.157 0.830
H 1.852005 -1.007466 -0.758862 0.594 -0.429 1.369
H 2.255184 -0.288981 -2.325326 -0.784 -0.376 0.474
H 0.697685 -1.229046 -2.042557 0.120 -1.034 -0.610
H -0.424379 -0.743492 -0.339020 -0.233 -0.480 0.122
H 0.533460 0.419302 0.622300 -1.006 -0.009 -0.048
H -1.045868 2.185333 -0.201391 -0.622 -0.269 -0.251
H -1.416573 1.254709 1.889808 -0.636 -0.071 -0.171
H -2.075402 -0.260710 1.303058 -0.075 -0.850 -0.072
H -3.074291 1.172783 1.097066 0.054 0.048 0.536
H -2.880148 1.414335 -1.776301 -1.272 1.980 -0.350
H -1.626153 0.516666 -2.212237 0.062 0.113 0.174
C -0.858404 1.622847 -4.534093 0.099 0.302 -0.910
O -0.178114 0.444914 -4.111003 0.504 0.628 1.661
H -1.883366 1.332690 -4.774438 0.021 0.153 -0.283
H -0.947503 2.389784 -3.729864 0.416 -0.418 -0.626
H -0.316145 1.981309 -5.460572 -0.841 0.105 1.075
H 0.260088 0.704648 -3.257559 -0.321 -0.629 -0.854
C -4.946148 -0.746417 -2.428468 -0.295 0.439 0.483
O -4.455632 -0.785449 -1.102879 -1.372 -0.739 0.489
H -5.619796 0.127312 -2.555994 0.397 -0.349 -0.191
H -4.094406 -0.721716 -3.089522 0.097 0.312 -0.652
H -5.508984 -1.646212 -2.661558 -0.128 -0.159 0.121
H -3.559586 -0.459475 -1.121190 1.062 0.550 -0.010